{
  "formula": "C2F6LaNO3S2",
  "method": "ωB97M-V/def2-TZVPD",
  "elements": ["N", "S", "O", "C", "F", "F", "F", "S", "O", "O", "C", "F", "F", "F", "La"],
  "coordinates": [[0.6180, 0.1764, 1.4639], [1.8311, 1.0930, 0.8515], [-0.2007, 0.4609, -2.0970], [2.7404, -0.0809, -0.2461], [2.2579, -1.3174, -0.2739], [4.0072, -0.1335, 0.1514], [2.7135, 0.4359, -1.4707], [-0.9326, 0.0888, 0.9539], [-1.4017, 1.4664, 0.5198], [-1.4918, -0.2677, 2.2749], [-2.1645, -0.9655, -0.0159], [-2.7153, -0.2077, -0.9869], [-1.5576, -2.0373, -0.4899], [-3.1879, -1.3642, 0.7213], [-0.5160, 2.6529, -1.3564]],
  "atomic_forces_ev_per_a": [[-0.2597, -0.7208, -1.3373], [-1.0814, 0.2578, -0.8058], [-0.2989, 2.2328, 0.5176], [0.3162, -0.4871, 0.4480], [-0.1449, 0.7340, 0.0899], [0.0982, 0.0386, -0.0399], [0.0677, 0.0879, -0.9286], [-0.5014, -0.1973, 6.9764], [0.7462, 1.9460, -2.2620], [0.1714, 0.2834, -2.5775], [-0.8668, -0.9288, -0.6804], [0.6534, -0.1455, -0.4030], [0.0696, 0.3449, -0.3226], [0.7383, 0.3106, 0.1025], [0.2920, -3.7567, 1.2228]],
  "lowdin_spin": [0.000, 0.006, 0.976, 0.001, 0.000, 0.000, 0.008, 0.000, 0.004, 0.000, 0.002, 0.015, 0.000, 0.000, -0.014],
  "s2": 0.758,
  "charge": 1,
  "total_energy_ha": -1783.4171,
  "spin_multiplicity": 2,
  "homo_lumo_gap_ev": [6.6701, 6.0185],
  "homo_ev": [-12.96, -12.96]
}

{
  "formula": "C50H42N3O3P2PdS",
  "method": "ωB97M-V/def2-TZVPD",
  "elements": ["Pd", "C", "C", "C", "C", "C", "C", "C", "C", "P", "C", "C", "C", "C", "C", "C", "C", "C", "C", "C", "C", "C", "C", "O", "C", "C", "C", "C", "C", "C", "P", "C", "C", "C", "C", "C", "C", "C", "C", "C", "C", "C", "C", "H", "H", "H", "H", "H", "H", "H", "H", "H", "H", "H", "H", "H", "H", "H", "H", "H", "H", "H", "H", "H", "H", "H", "H", "H", "H", "H", "H", "H", "H", "H", "H", "C", "C", "C", "C", "C", "C", "C", "S", "C", "O", "H", "H", "H", "H", "H", "H", "H", "H", "H", "H", "O", "N", "C", "C", "N", "C", "N"],
  "coordinates": [[-0.2919, 0.0036, -0.1894], [3.9434, 2.1284, 3.9526], [3.8078, 0.5730, 3.7952], [4.7935, -0.1179, 4.7542], [4.1222, 0.2724, 2.3490], [5.4124, 0.2769, 1.8311], [5.6375, 0.1182, 0.4737], [4.5672, -0.0394, -0.4342], [3.2775, -0.0739, 0.0278], [1.8708, -0.3259, -1.1141], [1.5516, -2.0832, -1.1843], [2.2779, -3.0189, -0.4424], [1.9289, -4.3563, -0.5051], [0.8448, -4.7603, -1.2790], [0.1059, -3.8315, -2.0019], [0.4526, -2.4918, -1.9594], [2.3864, 0.2686, -2.7164], [2.4253, 1.6448, -2.9577], [2.8602, 2.1145, -4.1843], [3.2449, 1.2142, -5.1723], [3.2093, -0.1538, -4.9331], [2.7784, -0.6365, -3.7069], [3.0856, 0.0737, 1.4207], [1.8159, -0.0072, 1.8289], [1.4318, 0.0093, 3.1073], [0.0547, -0.2253, 3.3287], [-0.3808, -0.2243, 4.6269], [0.5337, -0.0041, 5.6777], [1.8777, 0.2255, 5.4265], [2.3721, 0.2382, 4.1286], [-1.1128, -0.5557, 1.9556], [-2.6474, 0.2559, 2.3701], [-2.8041, 1.5839, 1.9602], [-3.9761, 2.2633, 2.2480], [-4.9918, 1.6163, 2.9440], [-4.8362, 0.2979, 3.3571], [-3.6686, -0.3909, 3.0691], [-1.3213, -2.3299, 1.8876], [-2.4375, -2.8689, 1.2426], [-2.5695, -4.2438, 1.1352], [-1.5908, -5.0801, 1.6573], [-0.4694, -4.5465, 2.2789], [-0.3258, -3.1735, 2.3876], [4.9666, 2.4265, 3.7226], [3.7171, 2.4071, 4.9821], [3.2643, 2.6647, 3.2870], [5.8154, 0.1915, 4.5438], [4.7317, -1.2043, 4.6767], [4.5936, 0.1713, 5.7841], [6.2580, 0.4172, 2.4910], [6.6544, 0.1236, 0.1003], [4.7646, -0.1280, -1.4964], [3.1339, -2.7122, 0.1479], [2.5099, -5.0906, 0.0394], [0.5787, -5.8097, -1.3231], [-0.7305, -4.1560, -2.6087], [-0.1142, -1.7637, -2.5292], [2.1389, 2.3452, -2.1831], [2.9015, 3.1802, -4.3723], [3.5766, 1.5819, -6.1348], [3.5244, -0.8488, -5.7006], [2.7540, -1.7033, -3.5222], [-1.4292, -0.3896, 4.8470], [0.1799, -0.0137, 6.7018], [2.5456, 0.4027, 6.2589], [-2.0082, 2.0822, 1.4194], [-4.1015, 3.2898, 1.9262], [-5.9113, 2.1435, 3.1664], [-5.6268, -0.1945, 3.9090], [-3.5532, -1.4180, 3.3955], [-3.1975, -2.2182, 0.8315], [-3.4413, -4.6651, 0.6519], [-1.7054, -6.1547, 1.5831], [0.2834, -5.2035, 2.6965], [0.5445, -2.7624, 2.8882], [-3.6329, 2.4657, -7.0181], [-3.5371, 1.9850, -5.5927], [-3.8234, 2.8372, -4.5319], [-3.7601, 2.3932, -3.2182], [-3.4209, 1.0713, -2.9740], [-3.1197, 0.1972, -4.0098], [-3.1802, 0.6642, -5.3111], [-3.3665, 0.5180, -1.2992], [-4.8445, -0.4744, -1.2282], [-2.2204, -0.5215, -1.2170], [-3.5478, 3.5491, -7.0854], [-4.6001, 2.1886, -7.4431], [-2.8680, 2.0101, -7.6457], [-4.1021, 3.8645, -4.7373], [-3.9877, 3.0677, -2.3976], [-2.8495, -0.8320, -3.7976], [-2.9631, -0.0091, -6.1333], [-4.7898, -1.2318, -2.0097], [-5.6995, 0.1855, -1.3814], [-4.8908, -0.9254, -0.2361], [-0.8439, 2.2041, -0.8329], [0.0295, 3.0376, -0.7466], [-0.0965, 4.2980, -0.5157], [1.0952, 5.0991, -0.4905], [2.0508, 5.7364, -0.4795], [-1.4054, 4.8370, -0.2508], [-2.4893, 5.1544, -0.0383]],
  "atomic_forces_ev_per_a": [[-0.2237, -0.4380, -0.4313], [0.0274, -0.0318, 0.0376], [-0.0510, 0.0481, -0.0334], [-0.0168, -0.0256, -0.0100], [-0.1412, 0.0044, -0.0775], [0.1371, 0.0271, -0.1021], [-0.0803, -0.0117, -0.0397], [0.2886, 0.0818, 0.0373], [-0.1628, 0.0095, 0.0326], [0.1905, -0.0023, 0.3921], [-0.0849, -0.0301, 0.1010], [0.0461, -0.0275, -0.0488], [0.0180, -0.0226, 0.0233], [-0.0374, -0.0167, -0.0128], [-0.0089, -0.0520, -0.0090], [0.0375, 0.0078, 0.0952], [-0.0290, -0.0034, -0.0496], [0.0656, -0.0307, -0.0177], [-0.0081, 0.0417, 0.0214], [0.0014, -0.0235, -0.0102], [0.0151, -0.0169, -0.0171], [-0.0181, 0.0403, -0.0157], [0.2536, -0.0077, -0.0336], [-0.2653, -0.0972, -0.2498], [-0.0490, 0.0009, 0.2751], [0.1488, 0.0290, -0.2235], [0.0205, 0.0521, 0.2735], [-0.0119, -0.0121, -0.0405], [-0.0862, 0.0070, 0.1406], [-0.0505, -0.0094, -0.1065], [0.1921, -0.0389, -0.1449], [-0.0478, 0.0884, -0.0862], [-0.0579, -0.0483, 0.1150], [-0.0199, 0.0045, 0.0174], [0.0126, 0.0276, -0.0263], [-0.0467, -0.0040, 0.0243], [0.0038, -0.0234, 0.0520], [0.0996, -0.0665, 0.0839], [0.0154, -0.0751, -0.0311], [-0.0291, 0.0605, -0.0081], [0.0038, -0.0576, 0.0003], [0.0368, -0.0323, 0.0318], [-0.0419, 0.0057, 0.0559], [-0.0278, -0.0149, 0.0079], [0.0128, -0.0155, -0.0315], [0.0156, -0.0350, 0.0132], [-0.0244, -0.0077, -0.0080], [-0.0003, 0.0426, -0.0028], [-0.0068, -0.0087, -0.0248], [-0.0100, -0.0026, -0.0309], [-0.0544, 0.0080, -0.0065], [0.0470, -0.0114, 0.0527], [-0.0293, -0.0096, -0.0123], [-0.0345, 0.0261, -0.0201], [0.0234, 0.0498, -0.0064], [0.0311, 0.0262, 0.0365], [-0.0271, -0.0071, -0.0469], [-0.0246, 0.0371, 0.0216], [-0.0045, -0.0504, 0.0006], [0.0064, -0.0034, 0.0269], [-0.0218, 0.0257, 0.0092], [0.0017, 0.0218, -0.0111], [0.0519, 0.0154, 0.0560], [-0.0035, 0.0033, -0.0640], [-0.0385, -0.0133, -0.0080], [-0.0208, 0.0086, -0.0239], [0.0117, -0.0250, 0.0210], [0.0357, -0.0140, 0.0030], [0.0150, 0.0145, -0.0236], [-0.0065, 0.0119, -0.0432], [0.0071, 0.0010, -0.0088], [0.0132, 0.0099, 0.0125], [-0.0020, 0.0422, 0.0141], [-0.0161, 0.0260, -0.0312], [-0.0319, -0.0481, -0.0062], [-0.0459, -0.0739, 0.1159], [0.0059, 0.0650, -0.2343], [-0.0481, 0.1303, 0.1000], [-0.0473, 0.1270, 0.0362], [0.1173, -0.0802, 0.0838], [-0.0472, -0.0671, -0.1748], [0.0360, -0.1669, -0.0134], [0.1166, 0.1108, -0.0222], [0.0521, -0.1289, 0.0070], [-0.0853, 0.2266, 0.3095], [0.0286, -0.0269, 0.0292], [-0.0090, -0.0096, 0.0361], [0.0228, 0.0159, 0.0345], [0.0179, -0.0423, 0.0391], [0.0293, -0.0347, -0.0605], [-0.0021, 0.0647, -0.0396], [0.0158, 0.0246, 0.0580], [-0.0642, -0.0100, 0.0376], [0.0470, -0.0295, -0.0134], [-0.0460, 0.0332, -0.0556], [-0.3788, -0.3749, -0.1970], [0.0929, 0.6432, 0.0116], [0.2487, 0.4206, 0.1374], [-0.0503, 0.0601, -0.0513], [-0.1310, -0.1549, 0.0266], [0.0068, -0.0933, -0.0377], [0.1835, -0.0633, -0.0122]],
  "lowdin_spin": [1.006, 0.040, 0.035, 0.013, 0.094, -0.006, 0.116, 0.036, 0.062, 0.184, 0.043, 0.018, 0.006, 0.033, -0.003, 0.040, 0.038, 0.016, 0.000, 0.015, 0.001, 0.016, 0.072, 0.252, 0.077, 0.077, 0.035, 0.121, -0.009, 0.095, 0.187, 0.029, 0.012, -0.001, 0.006, 0.002, 0.009, 0.021, 0.019, -0.002, 0.025, -0.001, 0.020, 0.002, 0.002, 0.000, 0.000, 0.000, 0.000, -0.002, 0.005, 0.000, 0.001, 0.000, 0.002, -0.001, 0.002, 0.005, 0.000, 0.001, 0.000, 0.001, 0.000, 0.005, -0.002, 0.003, 0.000, 0.000, 0.000, 0.000, 0.000, -0.001, 0.001, 0.000, 0.001, 0.000, 0.000, 0.000, 0.001, 0.003, 0.001, 0.000, 0.010, 0.004, 0.101, 0.000, 0.000, 0.000, 0.000, 0.000, 0.000, 0.000, 0.000, 0.000, 0.000, 0.581, 0.424, 0.025, 0.001, -0.021, 0.014, -0.018],
  "s2": 6.049,
  "charge": 3,
  "total_energy_ha": -3528.2073,
  "spin_multiplicity": 5,
  "homo_lumo_gap_ev": [7.4063, 3.9177],
  "relative_energy_kcal_mol": 0.0,
  "homo_ev": [-15.50, -15.51]
}

{
  "formula": "C2H3NO2S",
  "method": "ωB97M-V/def2-TZVPD",
  "elements": ["C", "C", "N", "O", "O", "S", "H", "H", "H"],
  "coordinates": [[-0.6973, -2.7947, -1.7171], [-0.0434, -0.0940, -0.1415], [-0.3022, -3.8099, -2.0504], [-2.5734, -1.1637, 0.3416], [-2.2277, 0.2529, -1.6895], [-1.7178, -0.6614, -0.7364], [0.5281, 0.1873, -0.9470], [-0.3707, 0.7395, 0.6172], [0.1856, -1.1570, 0.3677]],
  "atomic_forces_ev_per_a": [[-1.9042, 3.9769, 1.4716], [-3.5511, -2.7793, 4.3520], [0.7496, -1.6961, -0.5794], [2.0497, 0.6778, -2.0760], [-0.0358, -0.2624, -0.7330], [0.0916, -1.6753, 1.6955], [1.2982, 0.5533, -1.7982], [1.0010, -1.5920, -1.4153], [0.3010, 2.7971, -0.9172]],
  "nbo_charge": [-0.050, -0.760, -0.454, -0.807, -0.813, 2.079, 0.252, 0.268, 0.284],
  "total_energy_ha": -681.2751,
  "spin_multiplicity": 1,
  "homo_lumo_gap_ev": [8.7204, 8.7182],
  "relative_energy_kcal_mol": 115.6,
  "homo_ev": [-11.32, -11.32]
}